[1]
This record from the OMol25 dataset describes the molecule C34H39N3O5S. The level of theory is ωB97M-V/def2-TZVPD.

The geometry in XYZ format:
```
82
Properties=species:S:1:pos:R:3:nbo_charge:R:1
S 3.992 -4.450 -0.871 0.170
O 5.440 -1.545 -1.789 -0.749
O 4.321 -0.484 0.520 -0.715
O -1.109 1.576 1.608 -0.627
O -1.391 -0.622 1.350 -0.543
O -3.980 0.303 1.649 -0.617
N -3.302 -0.276 -0.408 -0.439
N 1.599 -1.228 -0.285 -0.300
N 3.499 1.437 1.295 -0.406
C -1.325 4.419 -3.127 -0.227
C -2.158 3.497 -2.518 -0.166
C -4.090 -0.428 0.678 0.682
C -6.051 -1.585 -0.389 -0.140
C 3.367 0.303 0.584 0.669
C -6.054 -3.487 1.629 -0.209
C 2.491 2.398 1.696 -0.212
C -7.001 -2.591 -0.385 -0.228
C 6.136 -2.706 -1.431 -0.069
C -0.741 -0.820 2.595 -0.257
C -2.907 2.157 -0.534 -0.429
C 4.768 1.696 1.963 -0.213
C 5.465 -3.519 -0.329 -0.556
C -0.325 5.036 -2.397 -0.217
C 3.034 2.953 3.011 -0.406
C 0.393 -1.115 -0.874 0.176
C 2.846 -3.088 -1.256 -0.548
C -1.547 0.652 0.978 0.867
C -2.005 3.175 -1.174 -0.038
C -0.713 -2.034 -1.259 -0.436
C -1.006 3.811 -0.447 -0.217
C -5.096 -1.528 0.619 -0.147
C 4.538 2.981 2.751 -0.413
C 0.091 0.215 -1.056 -0.058
C -2.271 0.755 -0.375 0.061
C 1.153 0.965 -0.555 -0.243
C -1.308 0.380 -1.533 -0.247
C -0.172 4.731 -1.055 -0.211
C -3.162 -1.190 -1.520 -0.212
C -6.998 -3.548 0.617 -0.202
C -5.111 -2.475 1.636 -0.171
C 2.085 0.051 -0.073 -0.004
C -1.704 -1.061 -1.953 -0.188
C 2.252 -2.476 0.012 -0.233
H 4.795 3.848 2.143 0.203
H 0.327 5.755 -2.871 0.213
H 1.245 2.030 -0.582 0.235
H 2.423 3.202 0.954 0.183
H -7.746 -2.629 -1.166 0.215
H -1.417 1.091 -2.351 0.242
H 1.509 1.933 1.797 0.240
H 2.071 -3.523 -1.885 0.217
H 2.804 2.271 3.830 0.203
H -4.379 -2.407 2.427 0.223
H 5.126 3.011 3.666 0.220
H 6.146 -4.285 0.040 0.229
H -6.057 -4.226 2.416 0.217
H -0.885 3.572 0.598 0.243
H 2.622 3.932 3.245 0.220
H -3.210 2.497 0.458 0.255
H -1.459 4.657 -4.172 0.212
H 5.568 1.778 1.224 0.213
H 5.165 -1.086 -0.970 0.500
H 5.009 0.852 2.619 0.204
H -1.612 -1.177 -3.034 0.223
H -0.779 -1.888 2.794 0.193
H -2.944 3.028 -3.095 0.197
H 3.400 -2.343 -1.825 0.260
H -0.403 -2.835 -1.931 0.221
H -1.260 -0.263 3.377 0.205
H 0.600 5.220 -0.477 0.209
H 0.295 -0.478 2.538 0.189
H -7.737 -4.335 0.614 0.216
H -3.824 -0.887 -2.342 0.192
H 7.151 -2.448 -1.084 0.154
H -3.428 -2.206 -1.221 0.224
H -3.805 2.038 -1.144 0.216
H -1.165 -2.486 -0.372 0.224
H -6.064 -0.832 -1.162 0.206
H 6.228 -3.305 -2.342 0.180
H 3.046 -2.285 0.735 0.242
H 1.526 -3.165 0.455 0.202
H 5.176 -2.865 0.494 0.225
```

Computed properties:
- HOMO-LUMO gap: 8.66 eV
- Charge: 0
- SMILES string: COC(=O)[C@@]1(Cc2ccccc2)[C@H]2c3cc(C(=O)N4CCCC4)n(CCSCCO)c3C[C@H]2CN1C(=O)c1ccccc1

---

[2]
This record from the OMol25 dataset describes C20H19Br3N4O2Sn as an isolated structure. The level of theory is ωB97M-V/def2-TZVPD.

The geometry in XYZ format:
```
49
Properties=species:S:1:pos:R:3:nbo_charge:R:1
Sn -0.166 -0.061 0.002 1.567
Br -4.369 0.082 6.394 0.159
Br -3.182 -1.880 -0.207 0.089
Br -3.137 1.251 -1.016 0.069
O -2.347 -2.433 -4.284 -0.612
O -1.488 -4.583 -6.841 -0.694
N -1.327 -2.270 -6.311 -0.603
N 2.103 -0.028 0.453 -0.658
N 0.274 0.055 2.477 -0.539
N 0.264 0.045 -2.419 -0.622
C -0.599 -0.871 -4.451 -0.143
C 0.802 1.061 -3.119 0.033
C 3.869 0.081 2.041 -0.184
C 4.806 0.026 1.016 -0.085
C 2.527 0.050 1.732 0.136
C -0.558 0.031 4.818 -0.218
C -0.031 0.170 -5.167 -0.091
C -0.777 0.064 3.441 0.136
C -4.175 -0.384 -0.921 -0.506
C -1.625 0.038 5.694 -0.194
C -1.500 -1.948 -5.015 0.653
C -0.420 -0.893 -3.079 0.077
C 1.502 0.081 2.788 0.133
C 0.684 1.151 -4.488 -0.223
C 3.008 -0.092 -0.536 0.086
C 4.371 -0.066 -0.294 -0.222
C -2.925 0.078 5.205 -0.063
C -2.106 -3.333 -6.945 0.082
C -3.159 0.115 3.839 -0.223
C -2.085 0.106 2.969 -0.203
H 1.124 1.987 -5.013 0.257
H 0.441 -0.002 5.232 0.221
H 1.329 1.823 -2.557 0.213
H -1.451 0.011 6.762 0.252
H -0.167 0.250 -6.238 0.247
H 4.179 0.142 3.076 0.256
H -1.695 -4.975 -5.985 0.480
H -4.173 0.152 3.466 0.245
H -0.889 -1.686 -2.508 0.236
H -0.490 -1.971 -6.783 0.403
H 1.854 0.118 3.815 0.210
H 5.864 0.049 1.242 0.260
H 5.066 -0.120 -1.119 0.262
H -2.281 0.140 1.905 0.200
H -5.010 -0.199 -0.260 0.249
H -3.094 -3.316 -6.495 0.196
H -2.179 -3.100 -8.002 0.196
H -4.490 -0.633 -1.924 0.255
H 2.622 -0.174 -1.543 0.224
```

Computed properties:
- HOMO-LUMO gap: 5.69 eV
- Charge: +2

---

[3]
This record from the OMol25 dataset describes a 9-piece molecular cluster, C31H48Cl16F5N2O2P overall at a distorted geometry. The level of theory is ωB97M-V/def2-TZVPD.

The geometry in XYZ format:
```
105
Properties=species:S:1:pos:R:3:lowdin_charge:R:1
Cl -0.135 -1.222 3.636 0.658
Cl 5.442 -3.618 -1.630 0.543
Cl 10.947 0.046 -7.613 0.540
Cl 2.930 -3.754 3.656 0.560
Cl -7.168 4.071 8.357 0.572
Cl -4.353 4.900 6.643 0.630
Cl -3.472 -4.969 8.062 0.537
Cl 4.325 4.364 -4.477 0.544
Cl -2.814 1.109 6.575 0.541
Cl -0.465 -4.592 3.768 0.559
Cl 6.508 2.310 -6.108 0.561
Cl 3.072 -1.180 -1.865 0.793
Cl -6.027 0.167 7.218 0.522
Cl -3.861 -2.251 6.055 0.587
Cl 8.565 -0.461 -5.234 0.533
Cl 5.451 -5.990 3.135 0.533
P 0.048 3.351 -2.660 1.069
F 2.446 2.630 -1.864 -0.026
F 1.785 1.444 -3.597 0.035
F 1.091 -3.318 -1.796 0.077
F -0.235 -3.569 -0.135 0.141
F -1.002 -2.844 -2.074 0.155
O -4.747 -0.103 -4.263 0.097
O -2.892 1.560 -1.825 0.163
N -4.270 1.207 -6.070 0.022
N -1.119 3.115 -1.344 -0.066
C 0.311 -1.337 -0.793 -0.154
C 4.480 -1.415 -2.937 -0.605
C 2.918 -5.140 2.539 -0.659
C -4.926 1.031 8.319 -0.663
C -0.794 3.178 -4.308 -0.356
C -5.704 2.039 -4.028 -0.011
C 8.353 -0.563 -6.999 -0.680
C 5.127 2.912 -3.826 -0.676
C -4.874 0.982 -4.771 -0.487
C 3.699 -6.314 3.075 -0.663
C -4.009 1.975 7.582 -0.723
C 0.633 -0.383 -1.760 -0.130
C -5.621 6.014 7.215 -0.632
C 6.519 2.726 -4.376 -0.648
C -1.130 1.751 -4.794 -0.238
C 9.583 -1.097 -7.690 -0.666
C -2.033 2.343 -1.640 -0.400
C -1.872 1.887 -6.176 -0.186
C -0.974 -2.164 4.900 -0.681
C -3.333 2.367 -6.036 -0.213
C -0.002 -2.779 -1.186 -0.574
C 0.592 0.279 0.921 -0.073
C -4.537 -3.878 5.793 -0.621
C 1.338 1.962 -2.419 -0.576
C 0.927 1.208 -0.038 -0.039
C 0.292 -1.036 0.562 -0.035
C -4.907 -4.554 7.089 -0.657
C -6.215 5.568 8.528 -0.648
C 0.949 0.920 -1.405 -0.235
C -0.295 -3.484 5.156 -0.649
C 4.816 -2.875 -3.124 -0.656
H -5.444 5.392 9.275 0.070
H -4.365 0.289 8.885 0.069
H 4.494 2.054 -4.044 0.051
H -3.403 2.942 -5.095 0.092
H 5.172 3.035 -2.745 0.074
H 1.180 2.238 0.229 0.124
H -3.626 3.071 -6.832 0.119
H -1.756 0.995 -6.805 0.112
H -5.156 6.992 7.334 0.074
H -5.555 -3.925 7.695 0.068
H -2.007 -2.300 4.593 -0.011
H -5.549 1.592 9.015 0.044
H 7.511 -1.231 -7.179 0.074
H 7.013 1.904 -3.858 0.053
H -3.807 -4.461 5.232 0.068
H -4.567 2.655 6.933 -0.038
H -6.782 1.900 -4.198 0.086
H 3.946 -3.445 -3.445 0.069
H 4.225 -0.969 -3.898 0.075
H 9.909 -2.040 -7.255 0.067
H 8.087 0.426 -7.363 0.022
H 3.372 -6.584 4.077 0.068
H 5.321 -0.864 -2.518 0.068
H 0.058 -1.762 1.350 0.048
H -0.751 -3.975 6.015 0.065
H 0.765 -3.356 5.360 0.029
H 0.646 -0.706 -2.800 0.120
H -5.448 3.079 -4.282 0.069
H -0.965 -1.560 5.805 0.056
H 7.123 3.622 -4.249 0.072
H 0.575 0.609 1.959 0.069
H 3.559 -7.176 2.424 0.072
H 5.593 -2.980 -3.880 0.068
H 3.311 -4.803 1.581 0.068
H -0.259 1.116 -4.994 0.100
H 9.368 -1.264 -8.745 0.072
H -6.378 6.090 6.438 0.071
H 1.876 -5.423 2.399 0.034
H -4.996 1.439 -6.744 0.114
H -1.325 2.696 -6.705 0.103
H -5.431 -5.486 6.882 0.073
H -1.671 3.846 -4.271 0.080
H -0.109 3.630 -5.045 0.084
H -5.508 1.914 -2.953 0.078
H -5.424 -3.756 5.172 0.078
H -1.821 1.186 -4.148 0.096
H -3.446 2.574 8.296 0.065
H -6.890 6.334 8.906 0.073
```

Computed properties:
- HOMO-LUMO gap: 9.18 eV
- Charge: 0
- SMILES string: CC(=O)NCCCCP(N=C=O)C(F)(F)c1cccc(C(F)(F)F)c1.ClCCCl.ClCCCl.ClCCCl.ClCCCl.ClCCCl.ClCCCl.ClCCCl.ClCCCl

---

[4]
This record from the OMol25 dataset describes a 2-piece molecular cluster, C2H8NOS overall at a distorted geometry. The level of theory is ωB97M-V/def2-TZVPD.

The geometry in XYZ format:
```
13
Properties=species:S:1:pos:R:3:nbo_charge:R:1
S 0.313 0.970 0.357 1.523
O 0.696 -0.353 -0.094 -0.796
N -1.111 0.684 1.194 -0.976
C 1.436 1.264 1.907 -0.735
C -0.766 -1.936 -3.054 -0.271
H 1.291 0.450 2.621 0.263
H 0.072 -1.410 -2.580 0.197
H 1.065 2.171 2.439 0.257
H -1.815 -1.605 -2.968 0.183
H -1.695 -0.127 0.972 0.459
H -0.635 -2.796 -3.872 0.215
H -1.330 1.567 1.538 0.405
H 2.479 1.120 1.542 0.275
```

Computed properties:
- HOMO-LUMO gap (alpha / beta): 10.17 / 3.13 eV
- Charge: +1

---

[5]
This record from the OMol25 dataset describes the molecule C17H16N4O5S at a distorted geometry. The level of theory is ωB97M-V/def2-TZVPD.

The geometry in XYZ format:
```
43
Properties=species:S:1:pos:R:3:nbo_charge:R:1
S 4.399 -1.428 0.814 0.280
O 3.736 1.154 0.922 -0.403
O 0.861 1.508 1.106 -0.624
O 1.933 -3.269 -1.697 -0.606
O -3.961 -1.755 0.805 -0.499
O -1.190 3.836 -0.654 -0.413
N 3.496 0.290 -1.087 -0.321
N 1.356 3.542 0.246 -0.595
N 1.551 -2.114 0.235 -0.600
N 3.092 1.573 -1.129 -0.286
C -2.057 -2.498 -0.538 -0.314
C 0.152 -2.057 0.308 0.104
C 0.511 2.505 0.502 0.622
C -0.854 2.701 0.010 0.188
C -2.622 -1.895 0.578 0.287
C -0.681 -2.581 -0.671 -0.163
C 3.837 -2.518 -0.525 -0.612
C -0.412 -1.448 1.428 -0.193
C 2.770 3.399 0.528 -0.273
C -1.780 -1.370 1.562 -0.268
C 3.861 0.066 0.138 0.274
C -2.480 3.723 -0.994 0.117
C 3.225 2.061 0.059 0.458
C -2.995 2.535 -0.567 -0.315
C -1.940 1.865 0.086 -0.245
C -4.857 -2.278 -0.144 -0.251
C 2.322 -2.660 -0.725 0.677
H 2.947 3.456 1.608 0.227
H -3.997 2.182 -0.700 0.234
H -0.253 -3.052 -1.540 0.247
H -2.674 -2.913 -1.319 0.219
H -2.226 -0.905 2.427 0.227
H 1.057 4.256 -0.398 0.414
H 3.317 4.193 0.019 0.237
H -4.736 -1.796 -1.120 0.174
H 0.225 -1.016 2.185 0.221
H -5.853 -2.064 0.241 0.199
H 4.268 -2.160 -1.459 0.272
H -4.738 -3.360 -0.257 0.177
H -1.958 0.899 0.547 0.257
H 4.250 -3.503 -0.300 0.255
H 2.017 -1.645 1.002 0.409
H -2.918 4.541 -1.531 0.206
```

Computed properties:
- HOMO-LUMO gap: 8.50 eV
- Charge: 0
- SMILES string: COc1ccc(NC(=O)CSc2nnc(CNC(=O)c3ccco3)o2)cc1

---

[6]
This record from the OMol25 dataset describes C41H33AsInN4O2S as an isolated structure. The level of theory is ωB97M-V/def2-TZVPD.

The geometry in XYZ format:
```
83
Properties=species:S:1:pos:R:3:lowdin_charge:R:1
In 1.080 0.612 -0.271 0.525
As -0.951 -0.456 1.566 1.330
S 0.735 2.695 0.873 0.684
O -0.303 0.497 -1.940 -0.123
O -2.262 1.519 -3.340 0.089
N 2.747 -0.634 0.740 0.034
N 0.952 -1.495 -1.030 -0.099
N 0.003 -1.797 -1.930 0.099
N 2.541 1.856 -1.523 0.065
C 1.911 5.028 0.205 -0.099
C 2.765 5.899 -0.495 -0.055
C 0.069 -4.244 2.981 -0.076
C -4.136 -0.718 -1.150 -0.070
C -2.499 0.328 3.896 -0.097
C -2.269 -3.019 2.103 -0.096
C 1.822 3.691 -0.099 -0.571
C -2.679 0.900 5.146 -0.067
C 2.616 3.181 -1.167 -0.207
C 0.096 -2.930 2.537 -0.122
C -2.467 0.255 -3.745 -0.267
C 1.704 -2.392 -0.518 -0.057
C 4.251 3.531 -2.915 0.028
C -3.055 -1.038 -0.341 -0.125
C 3.630 -0.169 1.624 -0.090
C -2.575 -0.109 0.577 -0.383
C -3.530 0.048 -4.627 -0.007
C -4.731 0.531 -1.053 -0.064
C -3.062 -2.319 -4.670 -0.081
C 2.715 -1.947 0.453 -0.272
C 3.476 4.060 -1.862 -0.145
C -3.821 -1.219 -5.080 -0.062
C -0.612 -0.687 -2.349 -0.408
C -1.693 -0.842 -3.324 -0.100
C 3.129 -0.057 -2.902 -0.001
C -4.244 1.464 -0.148 -0.061
C -0.207 1.071 3.893 -0.133
C -0.391 1.640 5.147 -0.073
C -1.070 -2.315 2.091 -0.361
C -1.626 1.557 5.770 -0.071
C 3.542 5.426 -1.510 -0.024
C 3.592 -2.836 1.057 0.001
C -3.164 1.150 0.664 -0.101
C -1.127 -4.949 2.979 -0.072
C 4.535 -0.995 2.264 -0.024
C -1.262 0.419 3.265 -0.377
C 3.260 1.388 -2.528 -0.279
C -2.013 -2.122 -3.804 -0.028
C 4.512 -2.351 1.972 -0.021
C -2.293 -4.335 2.545 -0.063
C 4.145 2.215 -3.248 0.005
H 3.596 -0.246 -3.866 0.094
H 3.621 -0.693 -2.161 0.089
H -3.185 -2.548 1.770 0.098
H -4.699 2.443 -0.079 0.111
H -1.771 2.003 6.745 0.109
H -4.648 -1.360 -5.764 0.111
H -1.413 -2.956 -3.468 0.109
H 4.207 6.078 -2.061 0.120
H 1.028 -2.373 2.562 0.088
H 4.718 1.791 -4.061 0.121
H 4.920 4.188 -3.457 0.130
H 1.607 -3.439 -0.785 0.146
H 0.976 -4.715 3.337 0.106
H -1.152 -5.973 3.326 0.109
H -4.109 0.908 -4.936 0.125
H -5.568 0.782 -1.691 0.113
H -1.507 1.519 -2.724 0.083
H 2.083 -0.352 -2.973 0.067
H -3.323 -0.185 3.415 0.109
H 5.237 -0.581 2.974 0.118
H -2.582 -2.009 -0.440 0.105
H 3.595 0.897 1.818 0.123
H 0.756 1.147 3.404 0.064
H -2.783 1.887 1.361 0.105
H -3.295 -3.310 -5.032 0.104
H -4.500 -1.441 -1.870 0.113
H 1.301 5.418 1.010 0.109
H 0.430 2.152 5.632 0.108
H 5.206 -3.026 2.455 0.122
H 3.541 -3.888 0.811 0.128
H 2.799 6.943 -0.217 0.115
H -3.642 0.831 5.635 0.110
H -3.228 -4.880 2.554 0.111
```

Computed properties:
- HOMO-LUMO gap: 6.86 eV
- Charge: +1